[1]
One molecule with the formula C6H4, computed with ωB97M-V/def2-TZVPD.

Output
relative energy (zero: lowest compared OMol25 entry of this formula, charge and spin) = 4.0098 eV
HOMO-LUMO gap = 8.70 eV
SMILES string = CC=C=C1C#C1
LUMO level = -0.026 Ha
calculated total energy = -230.72935 hartree
F_max = 2.81 eV Å⁻¹

Each line ends with the Mulliken charge.
Positions of all 10 atoms, in Å:
C1 1.5826 -0.2702 -0.1873  -0.98
C2 0.5331 0.5416 0.4569  -0.27
C3 -0.7150 0.1677 0.2783  -0.03
C4 -1.7971 -0.2153 -0.2827  0.93
C5 -3.0175 -0.4454 -0.7094  -0.61
C6 -2.9087 0.6238 0.2904  -0.29
H1 2.5970 0.2190 -0.1173  0.29
H2 1.4228 -0.5261 -1.2204  0.34
H3 1.5361 -1.3169 0.1829  0.29
H4 0.7668 1.2218 1.3083  0.32


[2]
A 6-piece molecular cluster, CH12O7 overall, computed with ωB97M-V/def2-TZVPD.

Output
relative energy (zero: lowest compared OMol25 entry of this formula, charge and spin) = 2.0022 eV
total charge = +1
HOMO-LUMO gap (alpha / beta) = 7.92 / 3.05 eV
<S²> = 0.755
spin multiplicity = 2
LUMO level (alpha / beta) = -0.214 / -0.392 Ha
calculated total energy = -571.57098 hartree
F_max = 1.47 eV Å⁻¹

Each line ends with the Mulliken charge.
Positions of all 20 atoms, in Å:
O1 -3.7514 -1.2672 -0.4282  -0.01
C1 -2.7248 -1.7824 -0.9035  0.43
O2 -1.5815 -1.2697 -0.7120  -0.23
H1 -2.7606 -2.6268 -1.6062  0.39
H2 -1.3895 -0.4758 -0.1665  0.37
H3 0.3509 2.0898 -1.5165  0.32
H4 0.1008 0.8492 -2.3878  0.32
O3 -0.2568 1.3546 -1.6450  -0.61
H5 -2.0566 1.8245 2.4837  0.31
H6 -3.3857 1.8431 1.7719  0.31
O4 -2.5574 2.3319 1.8354  -0.62
H7 1.5955 -2.0932 -0.7448  0.27
H8 1.8539 -1.7764 -2.2253  0.31
O5 1.7488 -2.5001 -1.6013  -0.58
H9 0.8558 1.5285 2.0717  0.29
H10 2.2237 2.0905 2.3686  0.31
O6 1.7327 1.6156 1.6887  -0.61
H11 2.6472 -0.2672 0.8088  0.34
H12 4.0892 -0.5008 0.3477  0.31
O7 3.2658 -0.9681 0.5606  -0.62


[3]
C22H26BrN5PRhS as an isolated structure, computed with ωB97M-V/def2-TZVPD.

Output
relative energy (zero: lowest compared OMol25 entry of this formula, charge and spin) = 0.0000 eV
total charge = +2
HOMO-LUMO gap = 7.22 eV
LUMO level = -0.256 Ha
calculated total energy = -4551.40718 hartree
F_max = 0.53 eV Å⁻¹

Each line ends with the Mulliken charge.
Positions of all 57 atoms, in Å:
Rh1 -1.3003 0.1086 0.2043  0.14
C1 -2.6526 -3.5031 -1.6876  -1.71
C2 -1.9945 -2.4562 -0.8623  0.31
N1 -2.2981 -1.2037 -0.9077  1.04
N2 -3.3068 -0.8036 -1.7451  -1.49
C3 -3.5421 0.4808 -1.7139  0.64
N3 -4.5279 0.9721 -2.4649  -0.38
S1 -2.6500 1.6488 -0.7344  -0.42
C4 -0.9065 -2.8015 0.0776  0.88
C5 -0.4181 -4.0891 0.2024  -0.60
C6 0.5851 -4.3443 1.1297  -0.74
C7 1.0537 -3.3071 1.9140  -0.95
C8 0.5192 -2.0419 1.7308  -0.26
N4 -0.4242 -1.7853 0.8281  0.24
H1 -3.4996 -3.0948 -2.2262  0.39
H2 -2.9866 -4.3317 -1.0627  0.41
H3 -1.9328 -3.9039 -2.4076  0.36
H4 -5.0944 0.3437 -3.0121  0.24
H5 -4.7589 1.9498 -2.4538  0.21
H6 -0.8158 -4.8839 -0.4114  0.52
H7 0.9821 -5.3443 1.2399  0.47
H8 1.8181 -3.4635 2.6613  0.49
H9 0.8540 -1.2061 2.3285  0.58
C9 0.6185 5.2994 1.4669  -1.40
C10 0.0555 3.9998 1.9649  0.45
C11 -0.2656 3.7860 3.3007  -0.51
C12 -0.8288 2.5832 3.6935  -0.78
C13 -1.0179 1.6172 2.7309  0.18
Br1 -1.9184 0.0146 3.1505  -0.04
N5 -0.6658 1.7590 1.4491  0.52
C14 -0.1728 2.9525 1.0858  -0.37
H10 0.6219 6.0487 2.2549  0.39
H11 0.0298 5.6862 0.6350  0.37
H12 1.6451 5.1725 1.1210  0.34
H13 -0.1043 4.5688 4.0309  0.44
H14 -1.1364 2.4042 4.7134  0.51
H15 0.0222 3.0847 0.0344  0.32
C15 0.6061 1.7953 -2.1747  -1.28
P1 0.3354 0.2210 -1.3276  2.20
C16 0.0583 -0.8930 -2.7238  -1.86
C17 1.9261 -0.2051 -0.5951  0.73
C18 2.7598 -1.1177 -1.2432  -0.79
C19 4.0107 -1.4115 -0.7189  -0.77
C20 4.4378 -0.7973 0.4486  -0.60
C21 3.6148 0.1166 1.0947  -0.78
C22 2.3637 0.4102 0.5789  -0.61
H16 1.3859 1.6062 -2.9158  0.51
H17 0.9868 2.5567 -1.5024  0.41
H18 -0.2996 2.1402 -2.6700  0.48
H19 0.8200 -0.6949 -3.4785  0.60
H20 -0.9190 -0.6825 -3.1590  0.42
H21 0.1199 -1.9382 -2.4320  0.43
H22 2.4516 -1.6090 -2.1558  0.38
H23 4.6522 -2.1166 -1.2298  0.45
H24 5.4149 -1.0256 0.8526  0.45
H25 3.9523 0.6029 2.0004  0.47
H26 1.7360 1.1259 1.0929  0.40


[4]
C24H17FIrN3O7S as an isolated structure, computed with ωB97M-V/def2-TZVPD.

Output
relative energy (zero: lowest compared OMol25 entry of this formula, charge and spin) = 1.2766 eV
HOMO-LUMO gap (alpha / beta) = 5.60 / 5.31 eV
<S²> = 6.024
spin multiplicity = 5
LUMO level (alpha / beta) = 0.000 / -0.131 Ha
calculated total energy = -2218.05903 hartree
F_max = 2.31 eV Å⁻¹

Each line ends with the Mulliken charge.
Positions of all 54 atoms, in Å:
Ir1 0.0721 0.1453 -2.1741  2.20
O1 1.7332 -3.6960 -2.7934  -0.71
C1 1.4471 -2.5196 -2.6819  0.39
O2 0.4488 -2.0079 -2.0512  -0.75
C2 2.3472 -1.4729 -3.3190  0.38
C3 3.4831 -1.7486 -4.0542  -0.69
C4 4.1898 -0.6832 -4.5988  -0.28
C5 3.7508 0.6193 -4.3985  -0.62
C6 2.6086 0.8199 -3.6478  0.56
N1 1.9478 -0.2157 -3.1344  -0.14
C7 1.9939 2.1805 -3.3486  0.16
O3 2.4890 3.1721 -3.8495  -0.70
O4 0.9879 2.1189 -2.5485  -0.77
H1 3.7812 -2.7794 -4.1814  0.56
H2 5.0831 -0.8690 -5.1812  0.44
H3 4.2611 1.4812 -4.8038  0.55
C8 -4.0190 0.4172 4.1340  -1.84
C9 -2.5383 0.5266 4.4639  0.55
C10 -2.1348 -0.5000 5.5105  -0.95
C11 -0.6753 -0.3276 5.8857  -0.99
C12 0.1855 -0.3770 4.6555  1.26
C13 1.5112 -0.7705 4.7387  -0.87
C14 2.2891 -0.8220 3.5961  0.23
F1 3.5674 -1.2086 3.7149  -0.34
C15 1.7945 -0.5007 2.3546  -1.17
C16 0.4620 -0.1043 2.2476  0.61
C17 -0.0672 0.2346 0.9341  1.45
O5 0.7222 0.1884 -0.0557  -1.24
C18 -1.4378 0.6362 0.8834  0.08
C19 -2.1561 0.6945 2.0457  -0.78
N2 -1.6796 0.3604 3.2659  0.29
C20 -0.3463 -0.0408 3.4019  -0.76
C21 -2.2114 1.0517 -0.3472  0.37
O6 -3.2509 1.6615 -0.2077  -0.66
O7 -1.7524 0.7059 -1.5196  -0.64
H4 -4.5736 0.3914 5.0714  0.44
H5 -4.2308 -0.5029 3.5874  0.39
H6 -4.3956 1.2617 3.5605  0.52
H7 -2.3306 1.5270 4.8611  0.12
H8 -2.3128 -1.5036 5.1131  0.34
H9 -2.7760 -0.3724 6.3826  0.36
H10 -0.3554 -1.0977 6.5880  0.45
H11 -0.5403 0.6352 6.3894  0.32
H12 1.9447 -1.0467 5.6911  0.49
H13 2.4103 -0.5549 1.4693  0.60
H14 -3.1753 1.0365 1.9850  0.66
S1 -1.8989 1.6086 -6.1947  -0.11
C22 -1.0026 0.1975 -6.5556  -0.25
C23 -0.5169 -0.3485 -5.4078  -0.65
N3 -0.8405 0.3412 -4.2748  0.00
C24 -1.5639 1.3995 -4.5360  -0.06
H15 -0.8838 -0.1628 -7.5628  0.43
H16 0.0718 -1.2508 -5.3347  0.40
H17 -1.9170 2.0714 -3.7683  0.37


[5]
A 6-piece molecular cluster, H12O6 overall, computed with ωB97M-V/def2-TZVPD.

Output
relative energy (zero: lowest compared OMol25 entry of this formula, charge and spin) = 0.6940 eV
HOMO-LUMO gap = 11.70 eV
SMILES string = O.O.O.O.O.O
LUMO level = 0.018 Ha
calculated total energy = -458.64697 hartree
F_max = 2.70 eV Å⁻¹

Each line ends with the Mulliken charge.
Positions of all 18 atoms, in Å:
O1 1.5788 1.2465 -0.4646  -0.62
H1 0.9591 2.0179 -0.3805  0.29
H2 2.2656 1.5188 -1.1301  0.30
O2 -0.7912 2.2799 0.8388  -0.68
H3 -1.2162 2.4683 1.6608  0.29
H4 -1.3218 1.6859 0.2343  0.42
O3 1.1272 -0.5210 1.7323  -0.70
H5 0.4226 0.1072 1.9324  0.31
H6 1.5741 -0.0285 0.9950  0.39
O4 0.3441 -1.1549 -1.7108  -0.67
H7 0.3139 -1.7407 -0.9715  0.34
H8 1.2116 -0.8081 -1.7615  0.29
O5 -0.4551 -2.4685 0.6475  -0.68
H9 -0.2433 -3.3884 0.6054  0.30
H10 0.0828 -2.0434 1.2721  0.38
O6 -2.0032 0.4601 -0.8139  -0.70
H11 -2.5838 0.5619 -1.5849  0.30
H12 -1.2651 -0.1929 -1.1011  0.43